65
Properties=species:S:1:pos:R:3:forces:R:3 method="wB97M-V/def2-TZVPD" total_charge=+1 e_lumo_ha=-0.163 gap_ha=0.226 homo_ev=-10.61 de_lowest_kcal_mol=0.0 energy_ha=-1248.94498
N -0.8517 4.8809 2.7295 -0.1 -0.2 0.0
C -0.1392 4.7087 1.5029 0.2 0.1 -0.2
C 0.3567 6.0200 0.8108 0.1 -0.2 0.0
C 0.7283 5.4703 -0.5129 0.0 -0.2 -0.1
N 0.0718 4.3953 -0.7583 0.0 0.1 0.2
C -0.9054 4.0934 0.3220 -0.1 0.2 0.0
N -1.2097 2.6972 0.4078 0.1 0.0 -0.3
H -0.4471 4.3485 3.4850 0.1 0.0 0.0
H -1.8308 4.6339 2.6830 -0.1 0.2 -0.1
H 0.7587 4.0964 1.6345 -0.1 -0.1 0.2
H -0.4817 6.7164 0.6897 0.0 0.1 0.0
H 1.1801 6.5316 1.3019 0.0 0.0 0.0
H 1.4813 5.8274 -1.2055 0.0 0.0 0.0
H 0.2266 3.8006 -1.5652 -0.1 0.0 -0.1
H -1.7600 4.7589 0.1106 -0.1 -0.2 0.0
H -2.0500 2.5556 0.9558 0.1 0.0 0.2
H -1.4265 2.3043 -0.5049 0.0 0.0 0.0
C -1.7709 -1.5968 -2.9411 0.0 0.0 0.0
O -1.5182 -0.4479 -2.1459 0.0 0.1 0.0
C -1.5900 -0.7084 -0.7535 -0.1 0.2 0.0
C -0.2186 -0.7969 -0.1234 0.1 0.0 0.1
O 0.5035 -1.9353 -0.5418 -0.1 0.0 -0.1
C 1.4925 -1.6499 -1.5153 0.0 0.0 0.0
H -1.6107 -1.3191 -3.9806 0.0 0.0 0.0
H -1.0984 -2.4146 -2.6745 0.0 0.0 0.0
H -2.8054 -1.9305 -2.8149 0.0 0.0 0.0
H -2.1824 -1.6064 -0.5537 0.1 0.0 0.0
H -2.1168 0.1367 -0.2913 -0.1 -0.1 0.0
H -0.3327 -0.8498 0.9648 0.0 0.0 0.0
H 0.3403 0.1189 -0.3552 0.0 0.0 0.0
H 2.2969 -1.0491 -1.0778 0.0 0.0 0.0
H 1.0658 -1.1171 -2.3705 0.0 0.0 0.0
H 1.9015 -2.5980 -1.8577 0.0 0.0 0.0
C -2.5368 -7.0723 1.7315 0.0 0.0 0.0
O -3.0630 -7.3938 0.4595 0.0 0.0 0.0
C -4.2202 -6.6571 0.1125 0.0 0.0 0.0
C -3.9060 -5.5491 -0.8691 0.0 0.0 0.0
O -3.0814 -4.5475 -0.2944 0.0 0.0 0.0
C -1.7184 -4.6536 -0.6584 0.0 0.0 0.0
H -1.5963 -7.6103 1.8333 0.0 0.0 0.0
H -2.3528 -5.9990 1.8341 0.0 0.0 0.0
H -3.2138 -7.3916 2.5313 0.0 0.0 0.0
H -4.6886 -6.2333 1.0075 0.0 0.0 0.0
H -4.9336 -7.3461 -0.3490 0.0 0.0 0.0
H -4.8398 -5.0750 -1.1851 0.0 0.0 0.0
H -3.4229 -5.9751 -1.7552 0.0 0.0 0.0
H -1.5825 -4.4337 -1.7233 0.0 0.0 0.0
H -1.3119 -5.6471 -0.4536 0.0 0.0 0.0
H -1.1686 -3.9160 -0.0766 0.0 0.0 0.0
C 2.3985 1.5871 1.6979 -0.1 0.0 0.0
O 2.8674 1.2113 0.4170 0.0 0.0 0.0
C 2.9093 2.2652 -0.5166 -0.1 0.0 0.0
C 4.3000 2.8327 -0.7044 0.0 0.0 0.0
O 4.7414 3.4928 0.4633 -0.1 0.0 0.0
C 5.6875 2.7539 1.2233 0.0 0.0 0.0
H 2.5144 0.7273 2.3536 0.0 0.0 0.0
H 2.9670 2.4295 2.1034 0.0 0.0 0.0
H 1.3334 1.8513 1.6531 0.0 0.0 0.0
H 2.2413 3.0778 -0.1941 0.1 -0.1 0.0
H 2.5439 1.8750 -1.4748 0.0 0.0 0.0
H 4.2773 3.5650 -1.5192 0.0 0.0 0.0
H 4.9875 2.0319 -0.9925 0.0 0.0 0.0
H 6.6345 2.6620 0.6845 0.0 0.0 0.0
H 5.3172 1.7542 1.4630 0.0 0.0 0.0
H 5.8582 3.3082 2.1433 0.0 0.0 0.0


68
Properties=species:S:1:pos:R:3:forces:R:3 method="wB97M-V/def2-TZVPD" total_charge=-1 e_lumo_ha=0.050 gap_ha=0.088 homo_ev=-1.02 energy_ha=-2048.20072
C -0.5344 5.7222 0.5498 0.3 -0.2 -0.3
C -0.0352 6.0076 -0.8746 -0.7 0.2 0.6
C 1.4686 6.2976 -0.9438 -0.1 0.5 0.4
O 1.6522 7.6384 -0.4314 0.0 0.0 -0.1
C 2.3290 5.3368 -0.1221 0.7 0.0 -0.4
N 2.5882 4.0485 -0.7571 0.2 -0.2 0.4
H -1.5869 5.9906 0.6870 0.1 -0.1 0.0
H -0.3208 4.6839 0.8509 -0.2 0.1 0.1
H -0.3487 5.2309 -1.6013 0.5 0.0 -0.1
H -0.5407 6.9264 -1.2084 0.2 -0.1 -0.1
H 1.8593 6.3388 -1.9789 -0.2 -0.5 0.0
H 2.5903 7.8379 -0.5203 -0.1 0.0 0.1
H 1.9396 5.1578 0.8810 -0.3 0.2 -0.2
H 3.3104 5.8220 0.0233 -0.1 -0.1 0.0
H 1.7540 3.4822 -0.8225 0.0 0.1 -0.2
H 3.0597 4.1309 -1.6456 -0.3 0.0 -0.1
O -0.0015 1.3484 1.5945 -3.3 -0.8 1.3
P 0.3284 0.7161 2.9313 7.3 1.3 -1.1
O 1.1962 1.9276 3.6301 -0.8 -0.5 0.3
C 0.4985 3.0521 4.1583 -0.2 0.3 0.1
C -0.2492 2.7159 5.4388 0.0 -0.1 0.0
O 1.6029 -0.2125 2.3980 -0.8 -0.7 0.3
C 1.6909 -0.5619 1.0230 0.2 0.2 -0.2
C 2.5578 0.4314 0.2778 0.2 0.1 -0.1
O 0.4066 -0.1751 4.3772 -2.7 0.4 -0.8
C -0.4965 -1.2774 4.5114 0.1 -0.2 0.0
C -0.2192 -2.3961 3.5200 0.0 0.0 -0.1
H -0.1834 3.4547 3.4032 0.1 0.1 0.0
H 1.2503 3.8142 4.3649 0.1 -0.1 -0.1
H -1.0720 2.0236 5.2417 0.0 0.0 0.0
H -0.6661 3.6193 5.8884 0.0 0.0 -0.1
H 0.4134 2.2339 6.1589 0.0 0.0 0.0
H 0.6979 -0.6302 0.5750 0.0 0.1 0.0
H 2.1315 -1.5619 0.9622 0.0 0.0 0.2
H 2.2874 1.4576 0.5191 -0.1 0.0 0.0
H 2.4661 0.2904 -0.8022 0.0 0.0 0.0
H 3.6078 0.3114 0.5539 0.0 -0.1 0.0
H -1.5258 -0.9177 4.4074 0.0 -0.1 0.1
H -0.3769 -1.6549 5.5285 0.0 0.1 0.0
H -0.4627 -2.0888 2.5002 0.0 0.0 0.0
H -0.8222 -3.2760 3.7572 0.0 0.1 0.0
H 0.8338 -2.6743 3.5373 0.0 0.0 0.0
O -2.0424 -2.9288 -4.2094 -3.0 -1.0 1.6
P -1.5708 -3.5199 -2.9178 7.3 1.0 -0.7
O -0.7425 -2.3078 -2.2132 -0.9 -0.6 0.0
C -1.4709 -1.2024 -1.6624 -0.1 0.3 0.3
C -2.2045 -1.5788 -0.3883 -0.1 -0.1 0.0
O -0.3131 -4.4339 -3.4648 -0.7 -0.3 0.2
C -0.2179 -4.7927 -4.8404 0.1 0.2 -0.2
C 0.6580 -3.8169 -5.6026 0.2 0.0 0.0
O -1.5935 -4.4343 -1.5238 -2.9 0.7 -1.2
C -2.5271 -5.5304 -1.4581 0.0 -0.4 0.1
C -2.2200 -6.6304 -2.4593 0.0 0.1 -0.2
H -2.1661 -0.8068 -2.4086 0.1 0.0 0.0
H -0.7391 -0.4251 -1.4454 0.1 -0.1 -0.1
H -3.0104 -2.2905 -0.5943 0.0 0.1 0.0
H -2.6422 -0.6955 0.0777 0.1 0.0 0.0
H -1.5274 -2.0543 0.3216 0.0 0.1 0.0
H -1.2085 -4.8675 -5.2908 0.0 0.1 0.0
H 0.2242 -5.7915 -4.8837 0.0 0.0 0.2
H 0.3952 -2.7825 -5.3856 -0.2 0.0 0.0
H 0.5727 -3.9811 -6.6785 0.0 0.0 0.0
H 1.7032 -3.9434 -5.3147 0.0 0.0 0.0
H -3.5421 -5.1504 -1.6021 0.0 0.0 0.1
H -2.4629 -5.9294 -0.4459 0.1 0.2 0.0
H -2.4090 -6.2976 -3.4831 0.0 0.0 0.0
H -2.8475 -7.5030 -2.2710 0.0 0.1 0.1
H -1.1740 -6.9274 -2.3972 0.0 0.0 0.0


71
Properties=species:S:1:pos:R:3:forces:R:3 method="wB97M-V/def2-TZVPD" total_charge=0 e_lumo_ha="0.003 / -0.076" gap_ha="0.269 / 0.206" multiplicity=2 s_squared=0.766 homo_ev="-7.25 / -7.67" energy_ha=-5721.94046
Sn 1.0158 -1.6384 1.8154 0.3 0.0 0.4
C -1.7800 0.0319 5.1253 0.0 0.0 0.1
C -1.2009 -0.5584 3.8756 0.0 0.0 -0.1
N -0.4130 0.0610 3.0640 0.0 -0.2 0.1
O 0.0516 1.3317 3.3910 0.0 -0.2 -0.3
C -1.5768 -1.9363 3.5516 0.1 0.3 0.0
C -2.7803 -2.6040 4.1307 0.0 0.0 0.0
N -0.7832 -2.5836 2.7379 -0.1 0.0 0.0
O -1.0152 -3.7588 2.3455 0.0 -0.1 0.0
H -1.2555 0.9101 5.4937 0.0 0.0 0.0
H -1.7627 -0.7162 5.9158 0.0 0.0 0.0
H -2.8198 0.3181 4.9535 0.0 0.0 0.0
H -0.0918 1.4842 4.3326 0.0 0.0 0.1
H -3.5920 -1.8939 4.2986 0.0 0.0 0.0
H -2.5534 -3.1012 5.0785 0.0 0.0 0.0
H -3.1117 -3.3723 3.4335 0.0 0.0 0.0
S 2.5372 -3.8930 1.5813 -0.1 0.1 -0.3
S 2.1529 -4.5287 3.4150 -0.2 0.0 0.2
S 3.0054 -3.1242 4.6504 0.4 -0.2 0.0
S 2.0949 -1.3573 4.1795 -0.4 0.3 -0.3
C 3.1597 -0.2223 -3.3736 0.2 0.2 0.1
Si 1.3624 -0.7159 -3.1845 -0.2 0.2 -0.2
C 1.2861 -2.5164 -2.7030 0.0 -0.2 0.1
C 0.5057 -0.4591 -4.8319 -0.1 0.0 -0.1
Ge 0.1302 0.5118 -1.5436 0.0 -0.2 0.5
Si -1.9097 -0.6524 -1.0125 -0.1 0.0 -0.2
C -2.7641 0.0780 0.4831 0.0 0.1 0.1
C -1.7629 -2.5013 -0.7609 0.2 -0.1 0.0
C -2.9868 -0.3661 -2.5283 0.0 0.0 -0.1
Si -0.3351 2.8626 -1.5707 0.0 -0.1 -0.3
C -1.0079 3.3331 0.1064 0.0 0.0 0.2
C 1.2005 3.8457 -1.9914 0.2 0.1 0.0
C -1.6289 3.2065 -2.8819 -0.1 0.0 -0.1
H 3.4694 -0.4149 -4.4057 0.0 0.0 0.1
H 3.8024 -0.8072 -2.7123 0.0 0.1 -0.1
H 3.3365 0.8372 -3.1635 0.0 -0.1 -0.1
H 2.0375 -3.0851 -3.2600 -0.1 0.0 0.0
H 0.3049 -2.9449 -2.9188 0.1 0.0 0.0
H 1.4820 -2.6600 -1.6356 0.0 0.0 0.0
H 0.9997 -1.0348 -5.6219 0.0 0.0 0.1
H 0.5244 0.5969 -5.1216 0.0 -0.1 0.0
H -0.5412 -0.7762 -4.7899 0.1 0.0 0.0
H -2.0826 0.1339 1.3348 -0.1 0.0 0.0
H -3.6113 -0.5581 0.7608 0.0 0.0 0.0
H -3.1398 1.0848 0.2836 0.0 -0.1 0.0
H -0.9663 -2.7950 -0.0730 -0.1 -0.1 0.0
H -1.5905 -3.0228 -1.7058 0.0 0.0 0.1
H -2.6990 -2.8738 -0.3336 0.0 0.0 0.0
H -3.3417 0.6670 -2.5757 0.0 -0.1 0.0
H -3.8612 -1.0242 -2.5134 0.0 0.0 0.0
H -2.4343 -0.5663 -3.4524 -0.1 0.0 0.1
H -0.5727 2.7254 0.9060 0.0 0.1 0.0
H -2.0898 3.1832 0.1285 0.0 0.0 0.0
H -0.8042 4.3850 0.3268 0.0 0.0 0.0
H 1.9145 3.8579 -1.1635 0.0 0.0 -0.1
H 0.9365 4.8816 -2.2279 0.0 -0.1 0.0
H 1.7006 3.4159 -2.8636 0.0 0.1 0.0
H -2.6056 2.8245 -2.5728 0.1 0.0 0.0
H -1.3729 2.7358 -3.8368 0.0 0.1 0.1
H -1.7297 4.2841 -3.0528 0.0 -0.1 0.0
C 3.6089 0.0408 0.1424 0.0 0.1 0.0
C 2.4654 1.0351 -0.0382 0.0 -0.1 -0.1
C 2.4892 2.0914 1.0521 0.0 0.0 -0.1
O 1.2089 0.3404 -0.0321 0.1 0.2 0.2
H 4.5673 0.5173 -0.0800 0.0 0.0 0.0
H 3.4859 -0.8182 -0.5171 0.0 0.0 0.0
H 3.6547 -0.3192 1.1749 0.0 0.0 0.0
H 2.5923 1.5283 -1.0118 0.0 0.0 0.0
H 2.3226 1.6242 2.0229 0.0 0.0 0.1
H 1.7087 2.8396 0.9015 0.0 0.0 0.0
H 3.4600 2.5958 1.0689 -0.1 0.0 0.0